Entry 1:
A structure of composition C29H38I2N6O8P3Tl, computed with the ωB97M-V functional and the def2-TZVPD basis.

Multiplicity: 1
Net charge: -2
Kohn-Sham gap (eV): 5.948
Energy (Eh): -3850.61213

CARTESIAN COORDINATES (ANGSTROEM)
Tl  -0.3178  -0.6262  -0.0806
I  -0.1298  -5.5903  -6.6040
C  -0.5751  -4.5447  -4.8530
C  -1.7517  -3.8191  -4.7636
C  -2.0363  -3.1539  -3.5871
I  -3.7708  -2.0032  -3.4576
C  -1.1916  -3.1644  -2.4366
O  -1.5220  -2.6063  -1.3506
C  0.0528  -3.8592  -2.6246
C  1.1052  -3.6721  -1.5765
N  1.5646  -2.2908  -1.5559
C  2.2221  -1.8106  -2.7485
C  1.9049  -0.3568  -3.0138
C  2.8973  0.6131  -3.0813
C  2.5371  1.9281  -3.3188
C  1.1948  2.2354  -3.4710
C  0.2769  1.1974  -3.3997
N  0.6149  -0.0696  -3.1910
C  0.3297  -4.5342  -3.7961
H  -2.4386  -3.7685  -5.5975
H  1.9243  -4.3937  -1.7413
H  0.6904  -3.8504  -0.5843
H  2.0901  -2.1003  -0.7129
H  1.8365  -2.3773  -3.6024
H  3.3151  -1.9502  -2.7276
H  3.9310  0.3372  -2.9211
H  3.2923  2.7035  -3.3741
H  0.8581  3.2520  -3.6250
H  -0.7839  1.3922  -3.5147
H  1.2808  -5.0471  -3.8914
N  -1.6837  -3.7780  2.0945
C  -1.1309  -2.8335  3.1677
C  -1.2850  -3.4969  4.5330
P  0.6730  -2.7763  2.7031
O  0.7502  -4.4779  2.7362
O  1.6909  -2.4087  3.7104
O  0.7514  -2.5054  1.2269
P  -2.4504  -1.5001  3.0200
O  -2.2266  -0.6414  4.3523
O  -3.6851  -2.3345  3.1716
O  -2.2655  -0.6941  1.7825
H  -1.2804  -4.7057  2.2253
H  -1.3986  -3.4458  1.1590
H  -2.7088  -3.7252  2.1901
H  -0.8282  -4.4868  4.5399
H  -2.3365  -3.5572  4.8109
H  -0.7660  -2.8796  5.2644
H  1.5988  -4.6661  3.1418
H  -1.4746  -0.0474  4.2139
C  -1.5771  2.7291  1.4816
P  -1.5312  2.6520  -0.3552
C  -3.1280  1.7925  -0.6326
C  -1.9791  4.3926  -0.7516
C  -1.1331  5.4149  -0.3090
C  -1.3866  6.7420  -0.6101
C  -2.4914  7.0849  -1.3814
C  -3.3226  6.0828  -1.8553
C  -3.0661  4.7516  -1.5463
H  -2.4526  3.2784  1.8342
H  -0.6741  3.1848  1.8886
H  -1.6284  1.6985  1.8393
H  -3.9723  2.3720  -0.2514
H  -3.0828  0.8470  -0.0878
H  -3.2796  1.5648  -1.6881
H  -0.2627  5.1611  0.2860
H  -0.7211  7.5136  -0.2426
H  -2.6977  8.1228  -1.6115
H  -4.1822  6.3350  -2.4648
H  -3.7262  3.9842  -1.9298
N  0.3801  0.0345  2.9435
C  0.6518  0.8546  3.7287
N  0.8984  1.8808  4.4780
C  1.0966  1.8592  5.7668
N  1.2777  1.9660  6.9093
C  3.6156  2.1832  1.1807
C  4.0634  0.9191  1.9366
C  3.2706  -0.2170  1.2588
O  2.6043  0.3731  0.1378
C  2.3393  1.7213  0.4929
H  4.3552  2.4668  0.4273
H  3.4466  3.0326  1.8426
H  3.7934  0.9785  2.9905
H  5.1414  0.7672  1.8694
H  2.5388  -0.6452  1.9504
H  3.8975  -1.0234  0.8725
H  1.4851  1.7678  1.1783
H  2.0934  2.2668  -0.4176


Entry 2:
A structure of composition C57H71GaN9O2, computed with the ωB97M-V functional and the def2-TZVPD basis.

Multiplicity: 1
Net charge: -1
Kohn-Sham gap (eV): 7.204
Energy (Eh): -4782.61838

CARTESIAN COORDINATES (ANGSTROEM)
C  -7.1660  1.0540  -4.4272
O  -6.0091  1.8117  -4.6614
C  -4.8967  1.4741  -3.8429
C  -3.6171  1.7553  -4.5950
C  -2.4071  1.6737  -3.6442
C  -1.7123  0.2769  -3.6348
Ga  -1.8528  -0.5526  -1.7718
O  -0.2540  -0.4126  -0.7605
C  0.4280  0.7671  -1.0551
C  1.2443  1.3066  0.1317
C  2.5522  0.4966  0.1698
C  0.6265  1.1486  1.5223
C  -0.7280  1.8304  1.8230
C  -1.0699  2.9836  0.9015
C  -1.8814  0.7991  1.9200
C  -2.5047  -2.4874  -1.8228
C  -3.3844  -2.9167  -2.8054
C  -3.7770  -4.2353  -2.7076
C  -3.3083  -5.0201  -1.6874
N  -2.4415  -4.6776  -0.7192
C  -2.0808  -3.3933  -0.8643
H  -7.9032  1.5932  -3.8247
H  -7.6404  0.8373  -5.3831
H  -6.9634  0.1083  -3.9248
H  -4.9179  0.4214  -3.5509
H  -4.9117  2.0380  -2.9085
H  -3.4959  1.0172  -5.3808
H  -3.6906  2.7628  -5.0024
H  -2.7968  1.8542  -2.6423
H  -1.6899  2.4712  -3.8257
H  -2.2003  -0.3291  -4.4001
H  -0.6820  0.4311  -3.9503
H  -2.9913  0.2982  -0.9984
H  -0.2105  1.5624  -1.4621
H  1.1681  0.5549  -1.8445
H  1.5429  2.3409  -0.0356
H  3.1100  0.6879  1.0861
H  3.1752  0.7027  -0.6969
H  2.2832  -0.5584  0.2001
H  1.3538  1.5998  2.2030
H  0.6063  0.0948  1.7819
H  -0.6307  2.2529  2.8230
H  -1.8793  3.5347  1.3849
H  -1.4618  2.6794  -0.0632
H  -0.2596  3.7008  0.8060
H  -1.5298  -0.1834  1.6337
H  -2.7271  1.1126  1.3190
H  -2.2316  0.7457  2.9514
H  -3.7473  -2.2487  -3.5717
H  -4.4679  -4.6610  -3.4220
H  -3.6882  -6.0393  -1.6360
H  -1.3831  -3.0189  -0.1211
N  -3.6279  3.9794  3.3068
C  -3.9568  3.7125  4.5681
C  -5.0981  3.0194  4.9405
C  -5.9523  2.5812  3.9434
C  -5.6300  2.8499  2.6234
C  -4.4621  3.5459  2.3576
H  -3.2637  4.0760  5.3203
H  -5.3080  2.8297  5.9842
H  -6.8546  2.0358  4.1901
H  -6.2673  2.5238  1.8132
H  -4.1681  3.7703  1.3383
N  1.8948  -5.0596  0.6962
C  1.1069  -4.9755  -0.3769
C  1.5249  -4.4762  -1.5983
C  2.8276  -4.0279  -1.7198
C  3.6588  -4.0983  -0.6130
C  3.1471  -4.6240  0.5630
H  0.0895  -5.3268  -0.2392
H  0.8384  -4.4391  -2.4278
H  3.1888  -3.6237  -2.6580
H  4.6827  -3.7511  -0.6596
H  3.7658  -4.6974  1.4521
N  0.9804  7.1147  2.4588
C  0.6562  8.1974  1.7547
C  -0.6406  8.5123  1.3807
C  -1.6604  7.6519  1.7569
C  -1.3454  6.5189  2.4876
C  -0.0133  6.2996  2.8114
H  1.4844  8.8420  1.4783
H  -0.8442  9.4078  0.8088
H  -2.6871  7.8609  1.4832
H  -2.1098  5.8177  2.7985
H  0.2796  5.4245  3.3821
N  3.8188  -8.7323  -2.1457
C  3.1312  -8.1539  -1.1620
C  1.9467  -8.6619  -0.6473
C  1.4459  -9.8331  -1.1887
C  2.1462  -10.4478  -2.2152
C  3.3223  -9.8592  -2.6526
H  3.5550  -7.2350  -0.7708
H  1.4335  -8.1474  0.1538
H  0.5231  -10.2607  -0.8174
H  1.7894  -11.3634  -2.6676
H  3.9024  -10.3087  -3.4520
N  5.5261  -0.5176  -3.5990
C  5.1500  -0.4066  -2.3260
C  5.9181  -0.8510  -1.2581
C  7.1385  -1.4468  -1.5290
C  7.5430  -1.5724  -2.8483
C  6.7026  -1.0914  -3.8404
H  4.1854  0.0595  -2.1590
H  5.5640  -0.7348  -0.2425
H  7.7654  -1.8095  -0.7237
H  8.4876  -2.0330  -3.1042
H  6.9805  -1.1672  -4.8864
N  3.8369  3.0373  3.2862
C  4.3766  1.8998  3.7173
C  5.7288  1.6061  3.6266
C  6.5663  2.5478  3.0510
C  6.0206  3.7367  2.5947
C  4.6542  3.9320  2.7374
H  3.6806  1.1910  4.1535
H  6.1119  0.6640  3.9945
H  7.6283  2.3573  2.9580
H  6.6381  4.4975  2.1372
H  4.1842  4.8485  2.3965
N  0.5595  -3.6083  -6.3091
C  0.0896  -3.8059  -5.0780
C  -1.0524  -4.5461  -4.7977
C  -1.7455  -5.1019  -5.8584
C  -1.2737  -4.9030  -7.1463
C  -0.1199  -4.1539  -7.3146
H  0.6578  -3.3377  -4.2838
H  -1.3904  -4.6756  -3.7793
H  -2.6421  -5.6835  -5.6824
H  -1.7871  -5.3202  -8.0024
H  0.2860  -3.9766  -8.3054
N  -1.9830  5.6349  7.7508
C  -2.1049  5.6407  9.0765
C  -1.2113  5.0177  9.9342
C  -0.1309  4.3471  9.3834
C  0.0113  4.3289  8.0064
C  -0.9378  4.9877  7.2389
H  -2.9660  6.1740  9.4653
H  -1.3600  5.0572  11.0047
H  0.5888  3.8459  10.0182
H  0.8380  3.8168  7.5339
H  -0.8630  5.0005  6.1565


Entry 3:
A cluster of 2 separate species, C6H12BrN2S in total, computed with the ωB97M-V functional and the def2-TZVPD basis.

Multiplicity: 1
Net charge: +1
Energy relative to the best compared isomer or geometry (same formula, charge and spin) (eV): 1.523
Kohn-Sham gap (eV): 4.103
Energy (Eh): -3317.11663

CARTESIAN COORDINATES (ANGSTROEM)
C  -8.6116  -0.9728  -1.0302
C  -8.8976  -2.1525  -0.5406
C  -7.8003  1.1694  -0.6535
C  -7.0634  -0.5495  0.8743
C  6.5766  -0.5306  -0.4474
C  5.8851  1.4606  0.7986
N  -7.8804  -0.0939  -0.3138
N  5.4665  0.2133  0.2010
S  -8.7745  -3.5860  0.0275
Br  -6.5736  2.3491  0.1857
H  -8.9229  -0.7062  -1.9549
H  -8.4764  1.5621  -1.3383
H  -5.9618  -0.7165  0.5766
H  -7.0254  0.2366  1.5244
H  -7.5383  -1.3121  1.3714
H  6.9833  0.0806  -1.1727
H  7.4679  -0.7250  0.2650
H  6.2775  -1.4849  -0.9027
H  5.1274  1.5212  1.6232
H  6.8688  1.2214  1.1307
H  5.7230  2.2340  0.1481
H  4.7538  0.2242  -0.4724


no.,M (u)
1,1149.8
2,984.0
3,224.1